Entry 1:
119
Properties=species:S:1:pos:R:3:forces:R:3:lowdin_charge:R:1 method="wB97M-V/def2-TZVPD" spin_multiplicity=6 orbital_gap_ev="2.866 / 2.852" total_charge=+2 s2=9.168
Pt 0.351063 0.411872 0.984356 -0.72 0.87 -1.38 0.71
C -2.816375 -2.077152 -1.225912 -0.36 -0.67 -0.18 -0.08
O -2.288040 -1.675886 0.054597 -0.35 0.29 1.29 -0.22
C -1.552991 -2.391964 1.000243 0.78 0.14 -1.27 -0.11
C -0.570330 -3.340846 0.520051 -0.36 0.42 0.46 -0.08
C -0.203651 -3.686995 -0.946875 -0.82 0.33 0.29 -0.07
C 0.589407 -2.666221 -1.749233 0.53 0.89 -0.22 -0.12
C 0.786750 -2.981528 -3.087620 -0.49 -0.54 -0.79 0.01
C 1.559922 -2.281624 -4.018545 -0.06 0.10 0.41 -0.14
C 2.247427 -1.195472 -3.484855 0.56 0.00 -0.44 0.02
C 2.163556 -0.838438 -2.151952 -0.34 0.18 -0.35 -0.14
C 3.051102 0.222329 -1.558409 0.70 -0.06 0.23 -0.07
C 2.372707 1.557413 -1.430427 -0.03 0.84 0.94 -0.12
C 1.945531 2.239825 -2.540751 -0.67 0.07 -0.91 0.03
C 1.381523 3.522289 -2.513272 0.47 -0.70 0.13 -0.20
C 1.221183 4.086471 -1.271124 0.39 -0.17 -0.81 -0.06
C 1.465738 3.400403 -0.086166 0.06 0.51 -0.81 -0.18
C 0.729647 3.959740 1.095009 4.93 4.78 -1.25 -0.37
C -0.547330 3.705683 1.293579 -3.98 -1.53 0.58 0.14
C 0.280418 5.701703 0.594802 -1.66 3.11 -0.10 0.09
C -4.491260 3.220991 3.275663 -0.13 0.71 0.47 -0.46
C -6.446972 -1.746303 -1.418415 0.79 0.48 0.09 0.60
C 0.923723 -0.635045 3.244684 -7.04 -4.66 10.00 -0.01
C -2.751294 -1.860401 3.283778 -0.38 5.19 3.22 0.11
C -1.642193 -2.077686 2.497016 2.88 -1.73 -3.59 -0.20
C -0.342827 -2.431179 3.129154 -2.83 -1.83 0.49 -0.10
C 0.122591 -3.761611 2.813467 0.15 1.63 0.07 -0.14
C 0.106052 -4.150338 1.471299 0.08 0.70 0.88 0.04
C 0.314766 -4.600294 4.088788 0.79 0.01 -0.87 -0.53
C 1.321489 -3.924205 5.040325 0.04 -0.23 -0.15 -0.02
C 0.802902 -5.934179 3.545852 -0.07 -0.85 0.67 -0.05
C -1.046851 -4.713522 4.796910 -0.13 -0.27 -0.06 -0.02
C 0.184898 1.300515 3.406174 -1.69 4.62 1.13 -0.04
O 0.091059 2.224340 4.104819 0.46 -3.34 -1.75 0.13
C -5.028292 2.710305 4.404347 0.82 3.65 -4.08 -0.38
C -5.941266 2.126779 3.436080 -1.08 -3.00 0.17 -0.06
C -3.909465 2.315094 5.114452 3.80 -3.39 5.38 -0.14
C -4.116844 4.634317 2.912349 -2.28 1.02 3.21 -0.02
C 2.203964 2.223253 -0.170962 0.72 -0.58 0.54 -0.21
O 2.999158 1.774911 0.879259 -0.11 -0.18 0.09 -0.14
C 3.370591 2.610272 1.992954 -0.16 -0.38 -0.49 -0.04
C 1.014837 4.252172 -3.793399 -0.43 -0.04 -0.09 -0.55
C 0.221137 3.313379 -4.740666 0.25 -0.14 0.05 -0.05
C 0.211947 5.537315 -3.488855 0.25 0.13 -0.22 -0.05
C 2.328104 4.612513 -4.450887 0.73 0.35 -0.93 -0.05
C 1.254148 -1.490616 -1.305493 0.26 -0.12 1.17 -0.25
O 1.296929 -1.076084 -0.003972 -0.62 -1.01 -0.69 -0.26
C 1.678097 -2.716078 -5.500469 0.41 0.07 -0.08 -0.52
C 2.493147 -1.658962 -6.294641 -0.57 -0.16 -0.35 -0.06
C 2.463514 -4.050681 -5.582723 -0.37 -0.06 0.38 -0.04
C 0.255030 -2.867711 -6.095619 0.36 -0.05 0.69 -0.04
H -3.197651 -3.107992 -1.240589 0.15 0.20 0.34 0.10
H -2.072787 -1.998290 -2.022286 0.16 0.13 0.18 0.08
H -3.670756 -1.418004 -1.497800 0.70 -0.12 0.63 0.04
H -1.098013 -3.920467 -1.554393 0.34 0.04 0.44 0.11
H 0.388159 -4.624876 -0.947184 -0.31 0.53 0.22 0.13
H 0.267023 -3.850523 -3.470966 -0.07 -0.25 0.10 0.12
H 2.937236 -0.660291 -4.124457 0.04 0.12 0.13 0.11
H 3.969300 0.335121 -2.167288 -0.48 -0.07 0.18 0.15
H 3.364070 -0.115134 -0.561631 -0.01 0.13 -0.33 0.12
H 2.054744 1.794393 -3.523851 0.13 -0.29 0.15 0.12
H 1.008413 5.136689 -1.301804 -0.76 0.01 0.61 0.06
H 0.476722 6.892892 0.013739 0.97 -4.16 1.14 0.19
H 1.301122 4.440768 1.920650 -0.12 -0.94 0.21 0.15
H -0.755819 5.937860 0.845874 0.07 -0.85 0.42 0.00
H -6.977563 -0.786993 -1.497381 -0.46 0.54 -0.07 -0.10
H -3.003750 -0.655671 3.346932 -0.94 -2.91 -1.23 0.09
H -2.741332 -2.109154 4.420186 0.33 -0.30 -2.15 0.10
H -0.500455 -2.364378 4.187478 0.38 0.52 0.33 0.07
H 0.647125 -5.030044 1.123962 -0.39 0.10 0.13 0.12
H 2.239580 -3.684221 4.501871 0.09 -0.09 0.05 0.07
H 1.576913 -4.580749 5.875004 -0.05 -0.04 -0.10 0.10
H 0.931664 -2.999367 5.473057 -0.02 -0.06 -0.06 0.08
H 1.724998 -5.815803 2.994342 0.39 0.11 -0.09 0.09
H 0.072514 -6.334212 2.840054 -0.05 -0.10 0.14 0.09
H 0.982549 -6.705041 4.306361 -0.15 0.28 -0.01 0.10
H -1.396853 -3.747047 5.179916 0.08 -0.25 -0.11 0.07
H -0.973042 -5.376110 5.662729 0.11 -0.05 -0.10 0.10
H -1.810631 -5.126095 4.125726 0.11 0.10 0.12 0.11
H -5.636363 1.053574 3.324096 -0.36 0.67 -0.92 0.11
H -5.779578 2.694220 2.451554 -0.54 -0.41 -0.36 0.14
H -6.980603 2.196085 3.724011 -0.44 0.50 -0.28 0.12
H -3.668595 1.215511 4.844225 0.08 1.35 0.54 0.10
H -4.072834 2.375362 6.211203 0.01 -0.63 -0.28 0.09
H -2.944671 2.918189 5.062009 -1.31 -0.52 -0.78 0.11
H -4.575328 5.204104 2.065397 0.61 -1.03 0.63 0.11
H -3.094991 4.982499 3.246409 -0.82 -1.13 -0.96 0.11
H -4.760230 4.747842 3.927504 1.26 2.43 -2.36 0.15
H 3.507510 3.664190 1.724921 -0.05 -0.23 -0.13 0.11
H 4.320464 2.197343 2.343598 -0.11 0.17 -0.08 0.10
H 2.637497 2.521433 2.801574 -0.05 0.14 -0.05 0.07
H -0.658631 2.899860 -4.252045 -0.02 0.17 -0.16 0.01
H 0.827038 2.450614 -5.061636 -0.06 0.35 0.07 0.08
H -0.081698 3.838715 -5.649791 0.04 0.07 0.14 0.09
H -0.698440 5.334729 -2.933035 -0.14 -0.11 0.04 0.05
H -0.070282 6.078192 -4.400118 0.13 -0.32 0.03 0.10
H 0.802291 6.249686 -2.897717 0.01 -0.11 -0.14 0.08
H 2.881989 3.715309 -4.759159 -0.06 0.14 0.23 0.09
H 2.964212 5.201953 -3.782410 -0.05 -0.06 -0.09 0.10
H 2.183412 5.190318 -5.379150 -0.10 -0.08 0.35 0.10
H 3.512314 -1.548852 -5.932108 0.07 -0.10 0.13 0.08
H 1.999410 -0.689740 -6.223256 0.02 0.14 -0.06 0.08
H 2.573775 -1.900437 -7.372075 -0.22 -0.12 0.58 0.10
H 3.397319 -3.946373 -5.029680 0.10 -0.05 -0.08 0.09
H 2.697585 -4.337243 -6.612696 -0.11 0.20 0.08 0.09
H 1.908839 -4.885987 -5.130007 0.06 0.24 -0.08 0.08
H -0.326776 -1.965518 -5.887722 -0.04 -0.09 -0.11 0.09
H -0.253357 -3.732910 -5.642965 0.07 0.29 -0.16 0.08
H 0.295735 -3.025377 -7.164629 0.05 -0.05 -0.27 0.08
C 3.789251 -1.283927 3.776806 0.91 -0.22 0.16 0.01
C 2.697671 -0.781445 3.020850 -0.53 -0.82 0.46 0.06
N 1.684861 -0.350702 2.405322 8.08 2.83 -9.15 -0.15
H 3.878017 -2.388236 3.666795 -0.25 0.58 -0.11 0.12
H 3.679014 -1.071692 4.848790 0.00 0.02 -0.15 0.12
H 4.710726 -0.838798 3.380843 0.09 -0.12 0.20 0.11
Cl -3.331665 1.875200 2.089803 0.78 -0.60 -0.65 0.25
Ge -1.490290 1.090837 -0.522812 -0.66 1.93 -0.43 0.77
Cl -4.745891 1.726212 -1.241298 -0.20 -1.28 0.03 -0.26
Cl -1.630288 2.965163 -2.018383 -0.02 -1.87 1.74 0.12

=====

Entry 2:
120
Properties=species:S:1:pos:R:3:forces:R:3:lowdin_charge:R:1 method="wB97M-V/def2-TZVPD" spin_multiplicity=2 orbital_gap_ev="7.122 / 5.614" total_charge=0 s2=0.756
Ru -0.558222 0.021633 -0.263135 0.20 -0.36 0.40 0.70
C 0.139394 -1.350990 -4.855866 0.00 0.03 0.00 -0.10
C -0.747930 -1.260624 -3.614335 -0.05 -0.06 -0.04 -0.50
C -1.513943 0.057255 -3.632920 0.02 0.01 0.04 -0.12
P 0.008720 -1.759371 -1.955466 -0.03 0.11 -0.02 1.11
C -0.617317 -3.554833 -2.038641 0.03 -0.04 0.06 -0.49
C -0.099608 -4.572050 -1.018676 -0.01 -0.02 -0.06 -0.10
C -0.491991 -4.241823 -3.413039 0.03 -0.01 -0.01 -0.11
C 1.849579 -1.897655 -2.055823 -0.03 -0.02 0.02 -0.37
C 2.490172 -2.659367 -3.027749 0.03 0.00 -0.01 -0.08
C 3.876212 -2.756392 -3.059012 -0.03 0.00 -0.01 -0.07
C 4.638123 -2.086245 -2.118269 0.01 0.02 0.01 -0.07
C 4.006154 -1.326110 -1.142087 0.01 0.00 0.00 -0.08
C 2.619996 -1.232494 -1.086579 -0.04 -0.08 0.04 -0.29
Si 1.720170 -0.207345 0.207671 -0.03 0.04 -0.10 0.57
C 1.941141 -0.665903 2.019950 -0.08 0.02 0.03 -0.27
C 3.017890 -1.381062 2.536181 0.02 -0.01 -0.02 -0.10
C 3.082983 -1.704437 3.880998 0.01 -0.03 -0.02 -0.09
C 2.053700 -1.323540 4.728132 -0.02 0.01 0.00 -0.07
C 0.978685 -0.599921 4.234367 0.01 0.00 0.02 -0.09
C 0.914353 -0.253975 2.883546 -0.02 -0.02 -0.04 -0.33
P -0.404434 0.801420 2.142654 0.01 0.02 -0.03 1.10
C 0.185885 2.444988 2.815906 0.02 0.00 -0.01 -0.49
C 0.186398 2.567756 4.341045 -0.02 -0.01 0.00 -0.09
C -0.466765 3.682243 2.214735 0.01 -0.02 -0.02 -0.11
C -2.090396 0.425121 2.837697 -0.02 0.01 0.01 -0.50
C -3.001652 1.650102 2.748929 0.00 0.01 0.00 -0.11
C -2.188867 -0.197960 4.227712 0.01 -0.04 -0.02 -0.10
C 2.515656 1.525274 0.278337 0.01 -0.03 -0.01 -0.29
C 3.717358 1.758846 0.954531 -0.01 -0.02 0.01 -0.08
C 4.217760 3.038649 1.118335 -0.01 0.01 0.00 -0.07
C 3.518648 4.119391 0.595114 0.01 -0.01 0.01 -0.07
C 2.332817 3.910546 -0.088305 -0.01 0.01 -0.02 -0.10
C 1.817089 2.620005 -0.235503 -0.03 0.04 0.00 -0.37
P 0.339755 2.187859 -1.231061 -0.07 0.07 -0.01 1.05
C 1.121840 2.355954 -2.929434 -0.01 -0.05 -0.04 -0.51
C 2.146071 1.259923 -3.173649 -0.01 -0.01 0.00 -0.10
C 1.770672 3.704923 -3.240971 -0.02 0.03 0.00 -0.09
C -0.890740 3.621003 -1.273297 0.01 -0.02 0.01 -0.52
C -0.503558 5.087505 -1.042836 0.01 0.00 0.02 -0.11
C -1.715823 3.529635 -2.561720 -0.01 -0.02 0.00 -0.11
H -0.445801 -1.057461 -5.731671 -0.01 0.00 0.01 0.09
H 0.525525 -2.349559 -5.041399 0.00 0.02 -0.01 0.05
H 0.991684 -0.675777 -4.788870 0.02 0.03 0.00 0.06
H -1.525322 -2.023163 -3.689623 0.02 0.02 0.01 0.08
H -0.861941 0.889519 -3.874256 0.02 0.04 0.02 0.04
H -2.026392 0.258172 -2.694452 0.00 0.00 0.02 0.03
H -2.279641 0.011778 -4.411796 0.03 0.00 -0.02 0.10
H -1.680430 -3.387681 -1.848408 0.04 0.00 -0.03 -0.01
H -0.353127 -5.569613 -1.382674 0.00 -0.01 -0.02 0.08
H 0.981336 -4.523568 -0.890244 -0.02 -0.01 0.00 0.08
H -0.563243 -4.469411 -0.045030 -0.04 -0.01 -0.02 0.06
H 0.522505 -4.596327 -3.599603 -0.01 -0.02 0.02 0.07
H -0.826357 -3.668074 -4.272097 0.01 -0.02 0.04 0.05
H -1.125249 -5.129302 -3.370546 -0.01 0.00 0.00 0.09
H 1.919934 -3.180541 -3.779612 0.02 0.00 0.01 0.07
H 4.354320 -3.354108 -3.824657 0.00 0.00 0.00 0.10
H 5.718702 -2.150708 -2.144753 0.00 0.00 0.00 0.10
H 4.611643 -0.788209 -0.419639 0.00 -0.01 0.00 0.10
H 3.793643 -1.736529 1.866087 0.00 0.00 0.00 0.11
H 3.916286 -2.281215 4.262143 0.00 0.00 0.00 0.11
H 2.078972 -1.595300 5.775786 0.00 0.00 0.00 0.11
H 0.192778 -0.319613 4.917168 0.02 0.02 0.00 0.08
H 1.230488 2.435457 2.484912 0.00 -0.01 -0.01 0.09
H -0.827424 2.567408 4.744196 -0.02 -0.01 0.00 0.07
H 0.642124 3.523065 4.613117 -0.01 0.01 -0.01 0.08
H 0.757951 1.785448 4.831749 0.02 -0.01 -0.01 0.06
H -1.464561 3.860011 2.611333 -0.02 -0.01 0.02 0.07
H -0.536294 3.601374 1.138299 -0.01 0.02 -0.04 0.02
H 0.142812 4.560014 2.443212 0.00 0.00 0.00 0.09
H -2.455282 -0.310627 2.119021 0.02 0.03 0.02 0.07
H -2.800298 2.363996 3.548246 0.02 0.01 0.03 0.07
H -4.038029 1.322486 2.851181 0.00 0.01 -0.01 0.09
H -2.918728 2.167630 1.794757 0.00 0.01 0.04 0.04
H -1.818322 0.465006 5.011458 0.00 0.02 0.00 0.07
H -1.662647 -1.148516 4.287624 -0.01 0.00 0.00 0.06
H -3.243505 -0.393554 4.438673 0.00 0.00 0.00 0.09
H 4.251771 0.925715 1.398005 0.00 0.00 -0.01 0.10
H 5.142737 3.197949 1.658422 0.00 0.00 0.00 0.11
H 3.898974 5.126131 0.713881 0.00 0.00 0.00 0.11
H 1.827199 4.763001 -0.511822 0.02 -0.02 0.02 0.08
H 0.302427 2.238489 -3.635231 -0.02 -0.07 0.01 0.07
H 3.016875 1.386387 -2.526170 0.00 -0.01 0.00 0.09
H 2.490135 1.297467 -4.209902 0.01 0.01 0.00 0.09
H 1.741563 0.272524 -2.984525 -0.01 0.00 -0.04 0.03
H 2.630262 3.897364 -2.599658 -0.01 0.00 0.00 0.07
H 1.083763 4.544522 -3.171562 0.02 -0.03 -0.02 0.05
H 2.135919 3.671292 -4.270263 0.01 0.00 0.00 0.09
H -1.555000 3.378383 -0.447321 -0.01 -0.02 -0.04 0.04
H 0.149911 5.490358 -1.813782 -0.01 0.00 0.04 0.06
H -0.045601 5.264565 -0.073299 -0.03 -0.01 0.01 0.05
H -1.426188 5.672986 -1.072069 -0.01 0.00 0.00 0.09
H -1.154930 3.919819 -3.412851 0.00 -0.01 0.00 0.08
H -2.614645 4.140191 -2.455554 0.00 0.00 0.00 0.09
H -2.036997 2.515853 -2.792898 0.00 0.00 0.02 0.05
S -3.445542 -2.548230 -0.493938 0.01 0.04 0.06 0.63
C -3.747413 -0.916637 -0.847036 -0.02 0.02 -0.03 -0.80
C -4.966629 -0.594658 -1.523479 -0.02 -0.01 0.04 -0.14
C -5.371063 0.691232 -1.713567 0.01 0.00 0.01 -0.08
C -4.561878 1.727891 -1.220998 0.00 -0.01 0.01 -0.09
C -3.375643 1.369204 -0.646448 0.00 0.00 0.03 -0.23
N -2.905878 0.109531 -0.495937 0.00 0.04 -0.09 -0.07
H -5.568738 -1.430350 -1.849211 -0.01 0.01 0.00 0.08
H -6.307578 0.904889 -2.214578 0.00 0.00 0.00 0.10
H -4.841935 2.769438 -1.293112 0.00 0.00 0.00 0.10
H -2.729396 2.134359 -0.253722 0.02 0.01 -0.04 0.05
Br 1.948824 -4.907591 2.377376 -0.02 0.03 -0.01 0.82
C 0.166584 -4.506054 2.895242 -0.02 -0.01 0.01 -0.57
C -0.344522 -5.317356 3.900319 0.00 0.02 -0.01 -0.14
C -1.650777 -5.158775 4.331106 -0.01 0.00 0.01 -0.08
C -2.457935 -4.192572 3.750566 0.00 -0.01 0.01 -0.06
C -1.939126 -3.376194 2.763169 -0.03 -0.02 -0.03 -0.04
C -0.618897 -3.500122 2.326612 -0.01 -0.07 -0.03 -0.14
C -0.148942 -2.547816 1.263483 0.27 0.24 -0.01 -0.63
O 0.906544 -2.711987 0.659767 -0.04 0.09 0.02 -0.10
O -0.922842 -1.535733 1.085682 -0.10 0.14 -0.18 -0.30
H 0.288048 -6.079823 4.332481 0.00 0.00 0.00 0.09
H -2.036544 -5.804500 5.109729 0.00 0.00 0.00 0.10
H -3.489362 -4.078513 4.057223 0.00 -0.01 0.00 0.11
H -2.561620 -2.643072 2.268774 0.00 0.01 0.00 0.08

=====

Values for E_tot, Eh, ordered as above
-5796.07759, -6452.23724